Below is a structure of composition C52H55ClInN2O3P, with properties calculated with wB97M-V/def2-TZVPD.

Output
- orbital gap (eV) = 7.67
- strongest force on any atom (Eh/bohr) = 0.007
- HOMO level (eV) = -7.75

Structure (ORCA input):
```
! RIJCOSX wB97M-V def2-TZVPD def2/J DEFGRID3
* xyz 0 1
In 0.39644 0.64936 -0.01832
C 5.30119 2.89878 -0.25281
C 4.46226 1.87413 -1.02643
C 3.13241 2.48386 -1.45546
C 4.45742 0.52877 -0.30406
C 5.53044 -0.30636 -0.61268
C 5.70421 -1.52830 0.00167
C 4.81029 -1.92495 0.98027
C 3.72421 -1.13323 1.33734
C 2.89644 -1.61899 2.52066
C 3.06941 -0.72695 3.75528
C 1.42113 -1.89829 2.24598
C 3.54402 0.08331 0.65854
N 2.39390 0.90039 0.97083
C 2.61446 1.92325 1.71989
C 1.69299 2.93364 2.16557
C 2.30436 4.07938 2.71554
C 1.58038 5.11690 3.23998
C 0.18524 5.00040 3.25316
C -0.44437 3.88674 2.75791
C 0.27369 2.81194 2.17402
N -0.37267 1.70826 1.69952
C -1.66928 1.45596 2.25490
C -2.84526 1.72924 1.53753
C -4.07621 1.42959 2.11430
C -4.16134 0.89059 3.38322
C -2.99970 0.64338 4.09517
C -1.74867 0.91034 3.55339
C -0.51370 0.61402 4.38466
C -0.57455 -0.77850 5.01632
C -0.30421 1.66998 5.47380
C -2.82286 2.36338 0.16468
C -3.45455 3.75716 0.18093
C -3.50837 1.47953 -0.87858
H 5.46617 3.78727 -0.86542
H 6.27175 2.49036 0.03197
H 4.79018 3.22339 0.65689
H 5.00055 1.66806 -1.95542
H 2.58610 2.95894 -0.63976
H 2.50344 1.73380 -1.92727
H 3.32391 3.26679 -2.19190
H 6.23646 0.01992 -1.36750
H 6.53777 -2.16378 -0.26853
H 4.95802 -2.86796 1.49304
H 3.33959 -2.58452 2.77887
H 2.55653 0.22952 3.64187
H 4.12386 -0.52894 3.95410
H 2.64497 -1.21895 4.63324
H 0.84306 -0.97272 2.20706
H 1.00740 -2.49055 3.06366
H 1.28125 -2.43915 1.31248
H 3.64121 2.06610 2.06241
H 3.38799 4.12531 2.71349
H 2.07071 5.99187 3.64202
H -0.41690 5.80079 3.66604
H -1.52258 3.82207 2.80016
H -4.98338 1.63485 1.55855
H -5.12654 0.66755 3.81972
H -3.06839 0.22707 5.09253
H 0.34754 0.64685 3.71673
H -1.31784 -0.82054 5.81466
H 0.39072 -1.03314 5.45818
H -0.82908 -1.54385 4.28230
H -1.15532 1.68344 6.15933
H -0.19313 2.66814 5.05122
H 0.59236 1.44253 6.05501
H -1.78405 2.49762 -0.12479
H -4.51366 3.70778 0.44465
H -3.36962 4.21557 -0.80586
H -2.95596 4.40953 0.89898
H -4.57326 1.36579 -0.66196
H -3.06787 0.47921 -0.91475
H -3.41800 1.92238 -1.87318
O 2.24473 -0.54707 -2.17120
C 1.44179 -1.39445 -1.80677
O 0.75560 -1.33285 -0.70902
C 1.14046 -2.57203 -2.69640
C 2.23029 -3.28602 -3.19227
C 2.03753 -4.36505 -4.03315
C 0.74866 -4.71838 -4.41783
C -0.33194 -3.99175 -3.95294
C -0.15824 -2.91564 -3.07878
P -1.62495 -1.93858 -2.52795
C -2.79950 -3.33738 -2.31414
C -3.89353 -3.60969 -3.12845
C -4.71079 -4.70334 -2.86759
C -4.44321 -5.53678 -1.79330
C -3.35311 -5.27250 -0.97345
C -2.54409 -4.17873 -1.22926
C -2.18094 -1.14574 -4.07909
C -3.37275 -0.41694 -4.04223
C -3.79712 0.30762 -5.14373
C -3.02124 0.33986 -6.29554
C -1.82421 -0.35732 -6.33451
C -1.40589 -1.09690 -5.23519
H 3.22526 -2.97303 -2.90223
H 2.88816 -4.92603 -4.39844
H 0.58825 -5.55546 -5.08520
H -1.33281 -4.26180 -4.26860
H -4.10917 -2.97556 -3.97892
H -5.55601 -4.90547 -3.51342
H -5.08048 -6.38850 -1.59333
H -3.13522 -5.91899 -0.13290
H -1.68871 -3.97958 -0.59194
H -3.97375 -0.41441 -3.13864
H -4.72829 0.85810 -5.09888
H -3.34558 0.91409 -7.15365
H -1.20748 -0.32766 -7.22374
H -0.46764 -1.63439 -5.28202
O -2.40334 -1.66704 1.16294
C -1.57624 -0.97003 0.85979
Cl -0.10321 3.31582 -2.00440
C -0.14473 1.51579 -1.93817
H 0.55476 1.15879 -2.68835
H -1.14640 1.20992 -2.22663
*
```